Entry 1:
ORCA calculation (ωB97M-V/def2-TZVPD) on 14 unconnected molecules or ions with the total composition C41H89BN3O25S6.

Gap between HOMO and LUMO   0.3231 Ha
Total charge   -1
LUMO   1.512 eV
DFT total energy   -6074.83526 a.u.
Strongest force on any atom   0.1103 hartree/bohr
Molecular weight   1227.4 g/mol
Relative energy (zero: lowest compared OMol25 entry of this formula, charge and spin)   9.0 kJ/mol

XYZ file:
```
165
Properties=species:S:1:pos:R:3:forces:R:3
O -1.16389 -4.60970 0.56877 1.5 3.9 -1.0
C -0.77840 -3.44057 0.31730 -1.2 -3.3 0.9
O -1.18534 -2.66770 -0.66296 -0.7 0.2 -0.1
B -0.94784 -1.24283 -0.30883 1.0 0.3 -1.0
O 0.17710 -1.30908 0.65925 -0.3 -2.4 1.2
C 0.22958 -2.61560 1.14237 2.1 0.3 2.4
O 0.94567 -3.06135 2.06791 -2.4 1.9 -3.3
O -2.17910 -0.59593 0.20161 0.0 -0.2 0.2
C -2.39057 0.56671 -0.37544 -1.8 2.7 0.8
O -3.27133 1.40932 -0.09795 2.6 -2.9 -0.9
C -1.27504 0.75770 -1.42890 0.9 2.3 -3.0
O -0.52657 -0.37862 -1.49526 -1.4 1.0 1.2
O -1.13691 1.78278 -2.14708 -0.3 -3.8 2.6
C -2.35267 -8.08858 -4.34437 -0.5 0.0 -0.5
S -3.06306 -8.41115 -6.04053 0.0 1.7 0.2
O -4.35879 -7.65056 -6.16361 1.1 -0.6 0.1
C -1.74554 -7.44888 -6.96872 0.2 0.2 0.4
H -1.44302 -8.68852 -4.31796 0.1 0.3 0.2
H -3.04154 -8.39528 -3.55729 -0.2 -0.6 -0.4
H -2.22522 -7.02974 -4.11914 0.4 0.1 -0.6
H -1.94612 -7.33844 -8.03440 -0.4 -0.5 0.1
H -0.76487 -7.91069 -6.85415 -0.1 -0.5 0.0
H -1.57888 -6.43375 -6.60838 -0.6 0.0 0.4
C -3.46425 3.76442 -7.43381 -0.6 0.5 -1.7
S -3.18446 4.71745 -9.07298 1.3 -0.6 1.6
O -1.68410 4.74247 -9.24419 -1.1 0.1 -0.1
C -3.75445 3.44864 -10.19997 -0.4 -0.2 -0.4
H -4.53698 3.57146 -7.44509 -0.1 0.1 0.3
H -3.18100 4.39918 -6.59421 0.1 -0.1 -0.2
H -2.95838 2.79931 -7.46141 0.3 0.3 -0.1
H -3.56978 3.79563 -11.21663 0.8 0.0 0.1
H -4.83214 3.30178 -10.27141 -0.1 -0.1 0.9
H -3.21879 2.53558 -9.94020 -0.1 0.0 -0.4
C 2.46955 -3.91601 -4.46540 0.3 -0.3 0.0
S 3.57970 -4.94865 -5.48280 -0.8 0.8 -0.3
O 2.71910 -5.07219 -6.73103 1.5 0.2 0.8
C 4.97364 -3.70261 -5.71737 -0.5 -0.5 -1.0
H 2.16659 -3.04112 -5.04063 0.1 -0.1 -0.1
H 2.86940 -3.62214 -3.49490 0.1 -0.1 -0.1
H 1.61862 -4.58410 -4.33248 -0.1 0.2 0.1
H 5.15756 -3.02939 -4.88008 -0.4 -0.2 0.0
H 4.69740 -3.17427 -6.62986 -0.2 0.4 0.2
H 5.90091 -4.20620 -5.99065 -0.1 -0.4 0.3
C -7.64048 -2.65613 0.97711 -0.2 -0.8 0.3
S -7.22917 -3.71875 2.41047 -0.5 -0.4 0.6
O -8.23006 -3.41493 3.48540 0.4 0.1 -0.4
C -7.77337 -5.36594 1.76381 -0.2 0.5 -0.9
H -7.16017 -3.10911 0.10980 -0.1 0.1 -0.1
H -7.29839 -1.62984 1.11049 0.2 -0.2 0.3
H -8.72923 -2.66832 0.92649 0.0 0.0 -0.3
H -7.04120 -5.76116 1.05964 0.3 0.0 0.2
H -8.69376 -5.26425 1.18881 -0.2 0.3 0.1
H -7.99126 -6.07883 2.55905 0.4 0.4 0.3
C 3.50791 -5.20548 7.76448 0.7 -0.2 -0.2
S 5.23929 -5.03165 8.35434 1.0 -1.4 1.8
O 5.48498 -5.99717 9.54841 -0.6 1.4 -2.6
C 6.12702 -5.58124 6.80554 -1.2 0.0 0.3
H 2.87143 -5.19257 8.64925 0.2 0.1 0.0
H 3.32800 -6.11279 7.18785 0.1 -0.1 0.1
H 3.33288 -4.33798 7.12816 -0.1 0.0 0.1
H 5.82061 -6.58613 6.51503 0.0 0.0 0.2
H 7.21372 -5.49676 6.79861 -0.2 0.2 0.6
H 5.70698 -4.87251 6.09185 0.1 0.0 -0.3
C 6.95561 -2.48942 -0.71856 -0.5 0.1 0.1
S 6.30376 -1.07519 0.22842 1.2 1.5 -0.5
O 7.49996 -0.17909 0.57651 -1.8 -1.3 -0.7
C 5.28155 -0.19007 -1.12954 1.0 -0.2 0.3
H 7.61760 -3.04666 -0.05573 0.1 0.3 0.0
H 7.46226 -2.21718 -1.64446 0.0 0.1 0.1
H 6.09084 -3.12779 -0.89954 0.0 0.0 -0.2
H 5.93509 0.46981 -1.70009 0.4 0.2 0.5
H 4.54141 0.40063 -0.58974 0.0 -0.2 -0.1
H 4.84881 -0.81641 -1.90963 -0.3 -0.5 0.6
C -9.37443 4.23988 -1.53066 -2.5 -1.6 0.4
O -9.90356 3.25096 -2.05215 1.3 1.3 0.2
N -10.13473 5.08956 -0.75513 1.9 0.1 -0.4
C -9.46004 6.12731 0.00643 0.0 0.9 -0.3
C -11.52691 4.89422 -0.45489 -0.3 -0.2 -0.2
H -8.29317 4.44637 -1.55160 -0.2 0.2 -0.1
H -8.61475 6.54102 -0.54350 0.2 -0.4 0.0
H -9.14786 5.86083 1.01619 0.1 -0.4 0.0
H -10.08083 7.01443 0.13186 -0.5 -0.1 -0.1
H -12.11896 5.66443 -0.94920 -0.1 0.5 0.5
H -11.98869 3.99053 -0.85264 0.8 -0.3 0.1
H -11.58468 4.89536 0.63358 -0.6 0.2 0.0
C 5.45975 5.42050 -0.63761 -1.5 -0.1 -0.7
O 6.08627 4.70709 0.10469 0.5 0.1 0.4
N 4.11692 5.68808 -0.48720 0.6 -0.9 0.4
C 3.46140 5.35407 0.73566 -0.7 -0.7 0.7
C 3.24078 6.35731 -1.42718 1.6 0.7 -0.7
H 5.88643 5.86460 -1.55026 0.0 0.1 -0.1
H 3.99814 4.72074 1.44199 0.7 0.4 -0.3
H 2.59853 4.73383 0.49305 -0.4 0.3 0.1
H 3.17412 6.29507 1.20482 -0.4 -0.2 0.4
H 2.17093 6.16658 -1.34262 0.3 -0.5 0.5
H 3.41615 7.42378 -1.28581 -0.4 0.3 -0.4
H 3.56397 6.05264 -2.42258 -0.2 0.3 -0.2
C 0.86557 3.96638 6.63688 0.8 1.4 0.0
O 1.00170 4.76184 7.57744 -0.6 -1.8 -0.9
N 0.58097 2.65737 6.59802 -0.4 -3.0 0.2
C 0.64791 1.79451 5.33940 -1.0 2.1 0.6
C 0.24825 1.83233 7.76355 0.1 0.0 0.5
H 1.03062 4.29732 5.59985 0.0 0.3 -0.1
H -0.35356 1.54041 4.99215 -0.3 -0.2 0.5
H 1.18371 0.85751 5.49123 0.4 0.5 0.0
H 0.96459 2.46192 4.53791 0.8 -0.4 0.0
H 0.99393 1.08852 8.04426 0.8 0.2 -0.4
H 0.10463 2.41718 8.67208 -0.3 0.3 -0.3
H -0.60107 1.17694 7.57061 -0.5 0.5 -0.2
O 5.60476 -7.74330 0.95438 0.9 -1.1 1.2
C 5.37538 -8.64405 1.74391 -2.2 0.3 -1.7
O 6.20024 -9.63111 2.12293 -1.6 -0.3 1.0
C 7.51728 -9.70501 1.69991 2.1 0.3 -0.8
C 8.36450 -8.66175 2.35773 0.2 1.7 0.4
C 3.86327 -8.85263 2.16789 1.7 0.0 0.1
H 7.57808 -9.63843 0.61365 -0.1 0.1 -0.1
H 8.00619 -10.63398 1.99327 -1.0 -0.5 0.0
H 9.44123 -8.83038 2.37544 -0.1 -0.5 -0.2
H 8.05113 -8.53253 3.39369 0.0 -0.2 0.1
H 8.23222 -7.68361 1.89530 -0.1 0.0 -0.1
H 3.47564 -9.83846 1.91102 0.3 0.0 -0.3
H 3.34461 -8.06221 1.62537 -0.2 -0.2 0.4
H 3.75474 -8.80505 3.25143 -0.1 0.4 0.0
O 6.00052 3.67982 -5.80433 -0.9 0.2 -1.2
C 5.57136 4.35423 -6.73922 1.3 -1.0 3.1
O 4.32727 4.43087 -7.09645 -2.7 0.5 -0.9
C 3.22874 3.66634 -6.52862 0.6 -2.4 0.5
C 3.00743 2.37781 -7.35033 0.6 0.9 0.3
C 6.46836 5.29854 -7.43324 0.7 0.5 -0.6
H 2.28447 4.19371 -6.39318 0.5 0.8 -0.6
H 3.46538 3.25319 -5.54810 0.5 0.7 0.2
H 3.92334 1.78933 -7.29648 0.1 0.0 -0.2
H 2.79936 2.64274 -8.38697 -0.3 -0.4 0.0
H 2.25162 1.78167 -6.83901 -0.3 0.1 -0.4
H 6.60638 5.03343 -8.48145 0.1 -0.1 0.0
H 7.40838 5.24075 -6.88449 0.0 0.1 -0.3
H 6.11029 6.32803 -7.42848 -0.2 -0.1 0.1
O -1.30412 6.80442 2.41870 -1.5 2.7 0.2
C -2.10647 7.73768 2.62969 -0.2 -5.7 -0.1
O -1.81514 8.97935 2.78652 1.0 2.7 -0.6
C -0.54787 9.49290 2.27749 1.2 -0.3 -0.6
C -0.64543 10.95239 1.79178 -0.8 -1.4 0.6
C -3.63364 7.43719 2.85286 0.8 1.4 -0.1
H -0.11022 8.87856 1.49062 -1.1 -0.4 -0.5
H 0.27877 9.32817 2.96860 -0.5 0.4 0.9
H -1.52351 11.05771 1.15462 -0.2 0.1 0.2
H 0.19921 11.16019 1.13488 0.2 0.2 0.5
H -0.74423 11.56748 2.68620 0.2 0.5 -0.4
H -4.06838 6.62082 2.27612 0.7 -0.1 0.1
H -4.16144 8.35563 2.59600 -0.2 0.0 -0.1
H -3.82920 7.29702 3.91598 0.2 -0.2 0.0
O -5.50364 0.35565 7.53083 1.9 -1.6 -2.8
C -4.93199 0.16450 6.43425 -1.3 2.4 1.1
O -4.19402 -0.85763 6.00662 0.1 0.5 0.2
C -4.01846 -1.88651 6.94384 -1.5 0.7 2.5
C -3.18230 -2.95266 6.46674 1.1 -1.5 -1.7
C -4.93539 1.23503 5.35676 -0.1 0.3 -0.1
H -5.03387 -2.20896 7.17420 0.0 -0.4 0.3
H -3.61265 -1.50321 7.88005 -0.1 0.5 0.1
H -3.02378 -3.72808 7.21620 -0.3 0.0 0.0
H -2.18692 -2.62822 6.16334 0.0 0.2 0.0
H -3.67467 -3.36294 5.58507 0.3 -0.5 -0.1
H -5.79689 1.88620 5.50472 0.1 -0.1 -0.1
H -4.86409 0.88852 4.32577 -0.4 -0.5 0.2
H -4.03289 1.84408 5.40829 0.1 0.1 0.6
```
Positions in Å, forces in eV/Å.



Entry 2:
ORCA calculation (ωB97M-V/def2-TZVPD) on 6 unconnected molecules or ions with the total composition C41H90N6O4.

Gap between HOMO and LUMO   0.2437 Ha
Total charge   +4
LUMO   -10.823 eV
DFT total energy   -2244.13305 a.u.
Strongest force on any atom   0.0839 hartree/bohr
Molecular weight   731.2 g/mol
Relative energy (zero: lowest compared OMol25 entry of this formula, charge and spin)   0.0 kJ/mol

XYZ file:
```
141
Properties=species:S:1:pos:R:3:forces:R:3
N -0.69397 0.60575 -0.23954 0.6 0.4 0.9
O 0.52083 0.87435 -0.35826 0.4 -0.4 -0.6
O -1.15556 -0.49204 -0.60907 0.0 0.1 -0.2
O -1.39744 1.44576 0.33850 -0.9 0.1 0.1
C -6.14216 0.13749 -0.81784 0.3 1.3 -1.3
C -5.22533 -1.07606 -0.76156 -3.7 -1.8 0.8
C -6.16432 -2.30142 -0.59460 -0.2 -0.6 -0.5
C -5.56564 -3.66719 -0.86261 1.5 0.0 0.3
C -4.92232 -3.71221 -2.24649 -1.2 -0.8 -0.9
C -3.94923 -2.58056 -2.57783 -1.3 -1.9 -1.2
N -4.48543 -1.26300 -2.07867 2.8 -0.5 3.2
O -3.76496 -0.37207 -2.30529 0.2 2.0 -1.5
C -3.73013 -2.41679 -4.09174 0.7 -0.2 0.0
C -2.60975 -2.94561 -1.92962 1.1 0.8 -0.2
C -4.27323 -1.02479 0.39893 2.0 0.7 -0.2
H -7.07393 0.09109 -0.25897 0.4 -0.5 0.5
H -6.50529 0.29178 -1.83887 0.1 -0.1 -0.1
H -5.61442 1.06109 -0.57763 0.0 -0.1 0.2
H -6.98955 -2.21584 -1.30700 -0.2 0.3 0.2
H -6.55519 -2.33951 0.42111 -0.2 0.5 -0.1
H -6.31461 -4.44025 -0.70128 -0.1 0.0 -0.4
H -4.80060 -3.90348 -0.11302 0.0 0.1 0.1
H -5.72000 -3.81040 -2.99223 -0.1 0.7 0.0
H -4.40692 -4.64835 -2.47048 0.3 0.0 0.5
H -2.88817 -1.74739 -4.27084 0.0 0.1 0.0
H -4.55991 -2.06760 -4.70332 -0.3 -0.1 0.4
H -3.42673 -3.39641 -4.46229 -0.1 0.0 -0.1
H -2.60436 -3.12565 -0.85784 -0.3 0.2 0.0
H -1.84335 -2.21465 -2.18986 -0.2 0.4 0.4
H -2.21199 -3.85189 -2.38955 -0.7 -0.2 -0.2
H -3.71729 -1.94837 0.56045 -0.5 -0.3 0.2
H -4.78474 -0.67928 1.29462 -0.3 -0.3 -0.1
H -3.45983 -0.31131 0.23110 -0.2 0.3 -0.1
C 4.53184 2.10193 -0.24368 1.0 -0.4 -0.2
C 4.18183 3.11055 -1.33496 -0.4 -0.6 0.2
C 2.75530 2.80580 -1.78874 -1.0 1.6 -0.6
N 2.07016 3.99609 -2.49311 -0.2 0.3 -0.3
C 2.81077 4.27970 -3.78031 0.0 -0.2 0.6
C 0.60456 3.68714 -2.82811 -0.5 -0.9 0.7
C -0.27023 4.58203 -1.95496 -0.1 1.5 0.3
C 0.62623 5.81580 -1.64386 -1.2 -0.3 0.0
C 2.00766 5.21695 -1.59588 0.6 1.0 -0.4
H 4.07201 2.32537 0.71792 -0.3 -0.1 -0.1
H 5.60849 2.06408 -0.06638 0.0 0.4 0.0
H 4.33242 1.08225 -0.58009 -0.5 0.0 0.2
H 4.89090 3.03006 -2.15717 0.0 0.0 0.0
H 4.26373 4.11060 -0.90981 -0.1 0.1 -0.2
H 2.06954 2.63480 -0.95836 0.2 -0.5 0.1
H 2.61321 2.06669 -2.57587 0.5 -0.6 0.5
H 3.87236 4.35696 -3.56174 -0.1 0.4 0.0
H 2.39902 5.18502 -4.21679 0.1 0.0 -0.2
H 2.71020 3.41474 -4.43368 -0.3 0.1 -0.1
H 0.46370 3.78608 -3.90148 0.0 0.5 0.1
H 0.36894 2.64551 -2.60103 0.5 -0.1 0.1
H -1.21681 4.86267 -2.41679 0.2 0.0 -0.4
H -0.60775 4.22578 -0.98003 0.5 -1.0 -0.2
H 0.47248 6.65771 -2.31862 0.4 -0.3 -0.5
H 0.38071 6.26094 -0.67836 0.0 -0.2 0.1
H 2.70082 5.97256 -1.96436 0.4 -0.3 0.2
H 2.26977 4.93891 -0.57788 0.1 -0.2 -0.1
C -2.23750 6.20784 1.48128 -0.9 1.3 0.8
C -1.94880 5.18427 2.58182 0.8 -0.4 -0.7
C -0.60870 4.55585 2.23024 -0.1 -0.8 0.7
N 0.03116 3.77927 3.37927 0.8 0.1 0.6
C -0.88828 2.71922 3.93196 1.3 -0.5 -1.6
C 0.53364 4.67195 4.50428 1.4 0.9 -0.9
C 1.90851 4.12427 4.95652 -0.9 -0.4 1.5
C 2.25984 2.99615 4.00476 0.2 -0.9 -0.3
C 1.31335 3.11828 2.83008 -0.4 0.9 -0.3
H -1.57590 7.07184 1.57860 0.3 -0.2 -0.2
H -3.20924 6.67485 1.65848 -0.1 -0.2 0.0
H -2.27476 5.89166 0.43977 0.3 -0.5 0.2
H -2.74097 4.44023 2.65883 0.0 0.0 -0.1
H -1.80133 5.62847 3.56786 -0.4 0.5 -0.1
H 0.12029 5.33128 1.99687 0.0 0.0 -0.1
H -0.66386 3.80666 1.43707 -0.2 0.2 -0.2
H -1.11416 2.14971 3.02509 -1.1 0.2 0.1
H -1.69960 3.16284 4.49422 -0.1 -0.2 -0.1
H -0.28472 1.97743 4.45646 0.0 0.5 0.8
H -0.20948 4.86957 5.26970 -0.1 -0.4 0.0
H 0.83759 5.62383 4.06548 -0.8 0.1 -0.3
H 1.81973 3.82783 6.00346 0.1 -0.5 -0.1
H 2.66660 4.90168 5.02401 -0.1 0.1 -0.5
H 2.13129 1.98257 4.39131 0.1 0.2 0.6
H 3.30236 3.06693 3.69774 -0.1 -0.1 -0.2
H 1.03358 2.21870 2.28196 0.0 -0.1 0.2
H 1.71815 3.80115 2.08102 -0.2 0.2 0.1
C 2.80431 -0.23142 1.70705 -0.2 0.0 0.6
C 1.97696 -1.36741 2.32461 0.7 -1.9 -0.6
C 0.75618 -1.05713 3.16760 -0.5 0.5 -0.7
N -0.24621 -2.17768 3.43511 0.5 0.1 0.7
C -0.96842 -2.69386 2.21156 1.0 -0.5 0.6
C 0.44874 -3.37064 4.12259 -0.1 0.8 0.6
C 0.56035 -2.98738 5.59534 -0.3 -0.8 -0.9
C -0.81317 -2.39046 5.81797 0.0 0.9 1.4
C -1.16925 -1.64071 4.54586 -0.6 -0.1 -0.5
H 3.84503 -0.53912 1.79413 0.1 0.3 -0.1
H 2.66549 0.67962 2.29063 0.2 0.1 -0.1
H 2.58845 -0.02520 0.66245 -0.3 0.0 0.1
H 2.69397 -2.00500 2.85143 -0.2 0.4 0.7
H 1.75590 -2.09394 1.53266 -0.6 0.4 -0.2
H 0.14733 -0.28900 2.68032 0.1 0.1 -0.1
H 1.00645 -0.66070 4.15049 0.3 -0.1 0.0
H -1.44008 -1.93054 1.59776 0.2 0.2 0.2
H -1.66739 -3.46003 2.54253 -0.2 0.3 0.1
H -0.18959 -3.24422 1.68503 -0.2 0.2 -0.5
H -0.30388 -4.15140 4.04062 0.5 -0.5 -0.2
H 1.44680 -3.55360 3.73599 -0.4 -0.3 -0.7
H 0.67989 -3.92347 6.13933 0.2 0.2 0.3
H 1.43094 -2.35768 5.77038 -0.2 0.2 0.2
H -1.53128 -3.13835 6.15132 -0.1 -0.2 -0.6
H -0.80516 -1.68356 6.65026 0.0 0.0 0.0
H -2.20827 -1.72877 4.23059 0.0 -0.3 0.0
H -1.00204 -0.57053 4.64197 0.2 0.0 -0.1
C 3.12096 -7.05843 -1.96878 0.3 0.2 -0.6
C 3.34144 -5.88662 -2.95315 -0.5 -0.3 0.3
C 2.14754 -4.91184 -2.94764 -0.1 -0.7 -1.2
N 2.30428 -3.66179 -3.82380 0.1 1.2 0.0
C 2.94729 -3.98326 -5.15314 0.6 -1.1 0.7
C 3.15956 -2.61534 -3.10606 0.4 -1.0 0.9
C 2.25385 -1.69534 -2.24521 0.8 0.4 -2.0
C 0.85403 -1.95828 -2.80889 0.6 -1.6 -0.2
C 1.00723 -2.92103 -4.02421 -0.6 0.8 0.8
H 2.16787 -7.56219 -2.12363 0.0 0.0 0.1
H 3.24970 -6.76998 -0.92658 -0.2 0.1 0.0
H 3.91758 -7.76094 -2.21096 -0.1 -0.2 0.2
H 3.41798 -6.32658 -3.94611 0.2 0.1 0.0
H 4.30402 -5.45944 -2.66879 -0.1 0.4 -0.2
H 1.84057 -4.71313 -1.92160 0.0 0.8 -0.1
H 1.31722 -5.38721 -3.47288 -0.1 -0.4 0.4
H 2.41873 -4.75376 -5.71263 -0.6 0.4 0.1
H 3.88436 -4.48586 -4.91813 0.2 0.4 -0.1
H 3.13399 -3.07913 -5.72213 -0.3 0.0 0.0
H 3.73998 -2.10591 -3.87011 -0.1 0.2 0.1
H 3.83977 -3.20410 -2.49130 0.3 0.2 -0.1
H 2.60585 -0.69293 -2.49148 -0.2 0.2 0.3
H 2.34856 -1.81158 -1.17019 -0.1 -0.3 -0.1
H 0.32644 -1.09057 -3.18951 -0.4 0.1 0.8
H 0.40824 -2.58098 -2.03532 -1.0 0.8 0.0
H 0.98514 -2.32157 -4.93300 0.7 -0.3 -0.2
H 0.13069 -3.56625 -4.06278 0.3 -0.4 -0.1
```
Positions in Å, forces in eV/Å.



> Number 1 is which compound?

C41H89BN3O25S6



> The highest relative energy (zero: lowest compared OMol25 entry of this formula, charge and spin) belongs to which entry?

C41H89BN3O25S6